Below is a 2-piece molecular cluster, CHIS2 overall, with properties calculated with ωB97M-V/def2-TZVPD.

Element x y z (Å)
C (3.99, -0.64, 1.19)
S (3.78, -0.33, 2.68)
S (4.20, -1.07, -0.29)
I (0.62, -0.15, 0.82)
H (1.30, -1.20, -0.16)

Computed properties:
2S+1   1
ΔE to the lowest compared entry with this formula, charge and spin   9.5 kJ/mol
M   204.1 g/mol